{"formula": "C5H10N2O", "method": "ωB97M-V/def2-TZVPD", "elements": ["O", "N", "N", "C", "C", "C", "C", "C", "H", "H", "H", "H", "H", "H", "H", "H", "H", "H"], "positions_angstrom": [[0.610, -2.460, -1.000], [-2.389, 0.929, -1.374], [-0.767, 2.095, -0.095], [1.513, 0.718, 0.433], [0.557, -1.559, -0.191], [-0.129, -1.721, 1.145], [-1.237, 1.223, -0.953], [1.116, -0.211, -0.529], [-2.438, 0.071, -1.914], [1.387, 0.484, 1.482], [-0.683, -2.657, 1.155], [-0.297, 0.403, -1.062], [0.616, -1.733, 1.942], [0.330, 1.744, 0.259], [-0.813, -0.893, 1.339], [-1.380, 2.440, 0.628], [1.630, -0.213, -1.486], [2.373, 1.341, 0.219]], "nbo_charge": [-0.5141, -0.7198, -0.7971, -0.5297, 0.5533, -0.7256, 0.3345, -0.2790, 0.3529, 0.2225, 0.2463, 0.1253, 0.2346, 0.3773, 0.2325, 0.4014, 0.2456, 0.2389], "e_above_lowest_kcal_mol": 81.17, "largest_force_ev_per_a": 3.448, "smiles": "C=CC(C)=O.[H]/N=C/N", "total_charge": 0, "lumo_energy_ev": -0.680, "gap_ev": 8.38, "e_homo_ev": -9.06}